# C12H28N2O3Si

A 2-piece molecular cluster, C12H28N2O3Si overall (ωB97M-V/def2-TZVPD, the OMol25 dataset).

## Properties
E	-1098.80417	hartree
SMILES string	CCCCO[C@@H]1OCC[C@@H]1[Si](C)(C)C.NC(N)=O
Kohn-Sham gap	0.37015	hartree
HOMO	-9.430	eV
2S+1	1

Each line ends with the Mulliken charge.
CARTESIAN COORDINATES (ANGSTROEM)
C1 -3.08593 -0.82150 1.73564  -1.16
C2 -1.75687 -1.56360 1.88049  -0.59
C3 -0.58948 -0.79055 1.25797  0.35
C4 -0.37960 -1.16351 -0.20169  -0.89
O1 0.81779 -0.68255 -0.76764  -0.44
C5 0.89914 0.69058 -0.86552  -0.45
O2 1.43181 1.02157 -2.13470  -0.44
C6 1.80514 2.38013 -2.07277  -0.55
C7 1.85925 2.77407 -0.57918  -0.82
C8 1.82332 1.39568 0.11136  0.71
Si1 3.46993 0.55556 0.50097  -0.03
C9 3.18674 -0.80441 1.75573  -1.09
C10 4.56041 1.86009 1.31352  -1.11
C11 4.29838 -0.10654 -1.03785  -1.03
H1 -3.38607 -0.76957 0.68979  0.18
H2 -2.97187 0.20757 2.08251  0.34
H3 -3.88012 -1.28288 2.31498  0.40
H4 -1.54482 -1.69417 2.94216  0.30
H5 -1.83372 -2.55076 1.42209  0.33
H6 0.35207 -0.93232 1.78985  -0.11
H7 -0.81594 0.27949 1.31611  0.17
H8 -1.23220 -0.83088 -0.80695  0.45
H9 -0.32870 -2.24882 -0.28536  0.40
H10 -0.11382 1.13341 -0.79410  0.36
H11 1.10390 3.03129 -2.60400  0.32
H12 2.77151 2.52786 -2.55820  0.33
H13 2.68268 3.42830 -0.31311  0.28
H14 0.92641 3.27675 -0.31643  0.33
H15 1.35220 1.51688 1.09464  0.44
H16 2.60498 -0.43488 2.60287  0.32
H17 2.64123 -1.64068 1.31748  0.30
H18 4.13724 -1.16830 2.14649  0.40
H19 4.11288 2.14177 2.26747  0.30
H20 5.58265 1.51781 1.45009  0.36
H21 4.55777 2.75431 0.68844  0.31
H22 4.44845 0.70153 -1.75364  0.27
H23 3.67543 -0.86813 -1.50776  0.30
H24 5.25625 -0.56807 -0.79430  0.41
N1 -4.95798 -1.80606 -1.98696  -0.36
C12 -6.01947 -1.59950 -1.14507  0.65
N2 -7.18062 -1.20588 -1.75475  -0.40
O3 -5.93447 -1.75439 0.05835  -0.60
H25 -5.00442 -1.68398 -2.98002  0.17
H26 -4.09588 -2.10336 -1.57138  0.21
H27 -7.97454 -1.04686 -1.16445  0.22
H28 -7.27105 -1.07252 -2.74318  0.15

Cartesian forces (eV/Å) of the 6 atoms listed first:
C 0.3 0.1 -0.1
C 0.0 0.4 0.2
C -0.1 0.2 -0.3
C -0.3 -0.3 0.1
O 0.5 -0.2 -0.1
C -0.3 0.3 0.0

---

# C12H28N4O24S4

C12H28N4O24S4 as an isolated structure at a distorted geometry (ωB97M-V/def2-TZVPD, the OMol25 dataset).

## Properties
E	-4090.91169	hartree
relative energy (zero: lowest compared OMol25 entry of this formula, charge and spin)	502.7	kJ/mol
Kohn-Sham gap	0.35804	hartree
HOMO	-10.944	eV
2S+1	1

Each line ends with the Mulliken charge.
CARTESIAN COORDINATES (ANGSTROEM)
C1 -4.69237 6.46855 3.75306  -0.61
N1 -5.02025 5.21004 3.04550  0.85
O1 -4.36407 4.23998 3.03239  -0.51
O2 -6.07517 5.28340 2.37999  -0.52
H1 -4.66825 7.32063 3.07376  0.28
H2 -3.68642 6.31450 4.14347  0.25
H3 -5.49130 6.62976 4.47682  0.26
C2 -4.42340 -5.09741 -1.60405  -0.77
N2 -4.00938 -6.47290 -1.73861  0.91
O3 -2.91926 -6.76182 -1.27556  -0.53
O4 -4.64536 -7.22462 -2.43725  -0.52
H4 -5.19902 -4.87950 -2.33824  0.32
H5 -3.60942 -4.37476 -1.54646  0.25
H6 -4.86087 -5.14537 -0.60685  0.33
C3 6.85723 3.90432 -0.47215  -0.69
N3 8.29086 3.82579 -0.95248  0.76
O5 9.26786 3.78904 -0.17487  -0.48
O6 8.35363 3.71751 -2.23202  -0.48
H7 6.80770 3.23702 0.38829  0.31
H8 6.09407 3.71728 -1.22758  0.29
H9 6.84865 4.86615 0.04061  0.29
C4 -0.42439 4.98380 7.14821  -0.65
N4 0.08194 4.23035 5.99294  0.75
O7 0.38879 3.01239 6.11615  -0.48
O8 -0.00276 4.88810 4.90415  -0.46
H10 -0.21869 4.39180 8.04002  0.31
H11 -1.50345 4.92229 7.00692  0.26
H12 0.04847 5.96208 7.23459  0.27
C5 -0.68498 -3.19112 -4.85664  -0.21
C6 0.61547 -3.75702 -5.50422  -0.32
O9 0.28031 -5.07057 -5.78480  -0.38
S1 -1.30704 -5.15122 -6.41384  1.11
O10 -1.80737 -6.53604 -6.32693  -0.49
O11 -1.04762 -4.57055 -7.73674  -0.54
O12 -1.80366 -4.00941 -5.35156  -0.29
H13 -0.81898 -2.10944 -4.86783  0.33
H14 -0.67660 -3.36151 -3.78007  0.23
H15 1.57362 -3.77685 -4.98493  0.32
H16 0.93041 -3.21902 -6.39836  0.25
C7 5.64080 0.44737 -5.36501  -0.19
C8 4.56454 -0.61601 -5.67754  -0.39
O13 4.84798 -1.08178 -6.97655  -0.32
S2 6.46664 -1.03273 -7.22159  1.08
O14 6.74682 -0.75392 -8.64741  -0.54
O15 7.01671 -2.26480 -6.68436  -0.53
O16 6.78122 0.23693 -6.21859  -0.27
H17 6.10580 0.42410 -4.37945  0.29
H18 5.09014 1.35565 -5.60978  0.26
H19 3.51398 -0.45601 -5.43503  0.36
H20 4.73224 -1.48556 -5.04203  0.25
C9 -3.70138 0.23242 5.80213  -0.41
C10 -5.23146 0.31797 5.99319  -0.25
O17 -5.85451 -0.96372 5.82644  -0.34
S3 -4.65237 -2.11633 5.52730  1.09
O18 -5.08586 -2.97257 4.49765  -0.49
O19 -4.20500 -2.68005 6.78387  -0.52
O20 -3.55651 -0.94698 5.02244  -0.29
H21 -3.28593 -0.01075 6.78006  0.27
H22 -3.07558 1.05405 5.45370  0.40
H23 -5.61384 1.09074 5.32631  0.28
H24 -5.49671 0.64980 6.99700  0.27
C11 -0.13024 0.34758 1.44070  -0.36
C12 -0.19111 -1.20945 1.60781  -0.14
O21 0.96542 -1.65775 0.95605  -0.33
S4 1.72344 -0.42997 0.05274  1.04
O22 1.97699 -0.88205 -1.29457  -0.47
O23 2.83545 0.27385 0.72693  -0.54
O24 0.36727 0.52915 0.13420  -0.31
H25 0.49435 0.89018 2.15034  0.32
H26 -1.13536 0.76801 1.47314  0.30
H27 -1.07287 -1.70586 1.20259  0.26
H28 -0.06001 -1.55719 2.63249  0.24

Cartesian forces (eV/Å) of the 6 atoms listed first:
C 0.9 -0.1 0.4
N -4.2 2.1 -2.8
O 2.5 -1.9 1.0
O 0.9 0.3 1.0
H -0.2 -0.4 -0.3
H -0.3 0.2 0.5

---

# C12H28N4O4

A 4-piece molecular cluster, C12H28N4O4 overall at a distorted geometry (ωB97M-V/def2-TZVPD, the OMol25 dataset).

## Properties
E	-993.94109	hartree
SMILES string	CN(C)C=O.CN(C)C=O.CN(C)C=O.CN(C)C=O
relative energy (zero: lowest compared OMol25 entry of this formula, charge and spin)	397.0	kJ/mol
Kohn-Sham gap	0.34987	hartree
HOMO	-9.260	eV
2S+1	1

Each line ends with the Mulliken charge.
CARTESIAN COORDINATES (ANGSTROEM)
C1 -19.61100 -19.64159 -9.12139  -0.86
N1 -19.53897 -19.59601 -10.63538  0.19
C2 -18.30239 -19.26565 -11.15914  -1.02
C3 -20.65087 -19.77636 -11.42295  0.04
O1 -20.62009 -19.62310 -12.66575  -0.61
H1 -20.56354 -19.17778 -8.86514  0.43
H2 -18.77342 -19.25737 -8.53922  0.11
H3 -19.80155 -20.66876 -8.81040  0.31
H4 -18.39354 -18.79132 -12.13629  0.38
H5 -17.77123 -18.76807 -10.34773  0.28
H6 -17.80512 -20.21673 -11.34959  0.38
H7 -21.49704 -20.04679 -10.77251  0.33
C4 -18.86502 -16.09076 -6.84642  -0.87
N2 -18.51104 -14.85682 -7.48366  0.10
C5 -18.64879 -14.99435 -8.90234  -0.87
C6 -18.06061 -13.71475 -6.90403  0.20
O2 -17.90816 -13.47088 -5.69850  -0.60
H8 -18.68107 -15.92828 -5.78441  0.33
H9 -18.16315 -16.86892 -7.14633  0.28
H10 -19.90689 -16.36839 -7.00616  0.30
H11 -19.68201 -14.70096 -9.08799  0.41
H12 -18.15650 -14.17077 -9.41953  0.27
H13 -18.52399 -15.94868 -9.41398  0.18
H14 -17.88665 -12.99150 -7.71573  0.24
C7 -17.09507 -21.76681 -7.90918  -1.04
N3 -16.79011 -22.50901 -9.14009  0.15
C8 -17.70835 -23.52366 -9.50883  -0.96
C9 -15.75557 -22.14090 -9.90385  0.12
O3 -15.56892 -22.59090 -11.02187  -0.61
H15 -17.14453 -20.70755 -8.16139  0.27
H16 -16.27431 -21.72708 -7.19302  0.39
H17 -18.00832 -22.08387 -7.40565  0.37
H18 -18.74482 -23.18631 -9.50356  0.29
H19 -17.39515 -24.02579 -10.42418  0.33
H20 -17.82249 -24.38620 -8.85224  0.38
H21 -15.14381 -21.37844 -9.39729  0.38
C10 -12.88311 -19.78159 -12.40943  -0.97
N4 -13.95109 -18.82056 -12.23582  0.10
C11 -15.03093 -19.14544 -13.08967  -0.88
C12 -13.99650 -17.88180 -11.26173  0.12
O4 -14.98343 -17.28145 -10.98964  -0.55
H22 -12.20451 -19.63672 -11.56882  0.34
H23 -12.34566 -19.52705 -13.32291  0.35
H24 -13.13503 -20.84197 -12.39460  0.31
H25 -15.84160 -18.41686 -13.09921  0.29
H26 -14.59897 -19.17298 -14.09004  0.36
H27 -15.52566 -20.02281 -12.67304  0.23
H28 -13.03892 -17.80097 -10.72440  0.31

Cartesian forces (eV/Å) of the 6 atoms listed first:
C -2.1 -1.1 -1.5
N -2.6 0.0 2.2
C 1.8 -0.7 -0.8
C 1.7 0.8 -1.3
O -0.5 -0.6 2.9
H 0.3 0.6 0.4

---

# C12H28N4O4

A 4-piece molecular cluster, C12H28N4O4 overall at a distorted geometry (ωB97M-V/def2-TZVPD, the OMol25 dataset).

## Properties
E	-993.61887	hartree
charge	+1
relative energy (zero: lowest compared OMol25 entry of this formula, charge and spin)	110.7	kJ/mol
Kohn-Sham gap (alpha / beta)	0.28899 / 0.09665	hartree
HOMO (alpha / beta)	-10.856 / -10.856	eV
expectation value of S²	0.7782
2S+1	2

Each line ends with the Löwdin spin population.
CARTESIAN COORDINATES (ANGSTROEM)
C1 6.09054 0.34111 -14.22446  0.00
O1 6.69273 0.86801 -13.27479  0.00
N1 4.99435 0.94654 -14.79434  0.00
C2 4.35510 0.38064 -15.97883  0.00
C3 4.58994 2.36251 -14.53198  0.00
H1 6.43558 -0.57812 -14.72261  0.00
H2 3.30845 0.68456 -15.99481  0.00
H3 4.38255 -0.70225 -16.10010  0.00
H4 4.71145 0.88426 -16.87742  0.00
H5 4.54720 3.03787 -15.38648  0.00
H6 3.59427 2.56853 -14.13917  0.00
H7 5.35497 2.66798 -13.81818  0.00
C4 16.09630 1.37791 -13.61554  -0.01
O2 16.31761 1.92520 -12.55023  0.31
N2 16.66794 0.20789 -14.03435  0.55
C5 16.22719 -0.46098 -15.34072  0.04
C6 17.71288 -0.43451 -13.12805  0.04
H8 15.42909 1.68908 -14.43420  -0.01
H9 15.85969 -1.47104 -15.15957  0.01
H10 16.79415 -0.25198 -16.24790  0.02
H11 15.19658 -0.13983 -15.49174  0.00
H12 18.63112 -0.67432 -13.66418  0.02
H13 18.00308 0.19009 -12.28321  0.00
H14 17.34759 -1.33921 -12.64206  0.02
C7 11.77880 0.58537 -16.07371  0.00
O3 12.35820 0.55783 -14.99703  0.00
N3 10.44768 0.72993 -16.15683  0.00
C8 9.81605 0.64764 -17.53507  0.00
C9 9.63993 1.18646 -15.02802  0.00
H15 12.26112 0.38953 -17.04387  0.00
H16 10.57571 0.17853 -18.16034  0.00
H17 9.67520 1.55233 -18.12651  0.00
H18 9.03973 -0.11704 -17.56135  0.00
H19 10.07303 0.75151 -14.12728  0.00
H20 9.72492 2.27313 -15.03272  0.00
H21 8.62782 0.78980 -15.10790  0.00
C10 15.67479 -1.04034 -18.70624  0.00
O4 14.94086 -0.17536 -18.23074  0.00
N4 15.41826 -1.78808 -19.77030  0.00
C11 14.15848 -1.73831 -20.43972  0.00
C12 16.40684 -2.58950 -20.42064  0.00
H22 16.65151 -1.41135 -18.35902  0.00
H23 13.47529 -1.10272 -19.87635  0.00
H24 13.77376 -2.74555 -20.59956  0.00
H25 14.16397 -1.35759 -21.46105  0.00
H26 17.22919 -2.99672 -19.83242  0.00
H27 15.98190 -3.54934 -20.71430  0.00
H28 16.88128 -1.87757 -21.09603  0.00

Cartesian forces (eV/Å) of the 6 atoms listed first:
C 0.0 2.8 1.3
O -0.6 -1.3 -1.4
N -0.8 -0.1 -1.0
C -0.5 0.7 -0.3
C 1.1 -0.5 0.8
H -0.4 -0.1 0.1